Formula: C5H10O
Source: the Open Molecules 2025 dataset
Level of theory: wB97M-V/def2-TZVPD

```
16
Properties=species:S:1:pos:R:3
C -0.87773 -2.26273 -0.48957
C -0.24508 -0.90239 -0.18404
C 0.67255 -0.87649 0.79267
C 0.27728 1.06690 -1.54710
C -0.60832 0.21781 -1.02551
H -1.78281 -2.30192 -1.09560
H -1.15709 -2.79422 0.42115
H -0.11079 -2.79004 -1.05934
H 0.73061 -1.67485 1.51806
H 1.20825 0.05021 0.95802
H 1.33253 1.14472 -1.29980
H 0.03965 1.80376 -2.30873
H -1.63920 0.44928 -1.27474
H -0.01352 1.64742 2.02170
H 0.51981 3.08485 2.24689
O 0.72673 2.25957 1.82978
```

The HOMO energy comes out at -8.69 eV. Its net charge is 0. As for the largest force on an atom: 1.9 eV/Å. The value obtained for the energy above the lowest of the compared OMol25 structures with the same formula, charge and spin is 41.6 kcal per mole. The calculation puts the total energy at -271.6863 hartree.